Record 1
ORCA calculation (ωB97M-V with the def2-TZVPD basis set) on a structure of composition C36H69F6O18Zn at a distorted geometry.

Computed properties:
HOMO energy, eV: -10.72
Net charge: +1
Spin multiplicity: 1

The geometry in XYZ format:
```
130
Properties=species:S:1:pos:R:3:forces:R:3:mulliken_charge:R:1
Zn -1.204 4.357 -2.180 2.5 -3.4 1.4 1.0803
C -1.284 1.208 -0.857 0.4 3.3 1.4 -0.4391
O -0.511 1.431 0.331 -0.1 -0.8 0.0 0.1759
O -1.291 2.484 -1.403 0.1 0.9 -1.8 0.1700
C -0.680 0.008 -1.586 -0.3 1.1 -0.8 1.0753
F -0.932 -1.006 -0.796 0.4 -1.5 0.7 -0.2583
F -1.364 -0.213 -2.713 0.2 0.0 -0.7 -0.2367
F 0.647 0.038 -1.879 -0.9 0.2 0.2 -0.1620
C -0.657 0.562 1.439 0.3 -0.8 1.0 -1.0198
C -0.106 1.311 2.639 -0.7 -0.6 -0.3 -0.4489
H -0.227 0.745 3.562 0.0 -0.2 -0.1 0.2430
H 0.961 1.455 2.470 -0.1 0.8 0.2 -0.0997
H -0.787 2.159 2.703 0.8 0.7 0.3 0.3422
H -0.135 -0.392 1.355 0.4 0.0 -0.5 0.3967
H -1.669 0.231 1.671 -0.6 0.5 -0.5 0.3376
H -2.301 0.947 -0.564 -0.1 -0.5 -0.1 -0.5148
C 2.998 1.977 -0.554 0.2 -0.7 -0.9 -0.9262
O 3.750 2.405 0.533 -0.6 1.3 0.4 -0.1944
C 4.448 1.345 1.133 0.7 1.6 1.7 -0.5905
C 5.094 1.943 2.434 -1.3 -1.0 -0.4 -0.7743
O 4.079 2.402 3.312 -0.3 1.3 0.1 -0.1237
C 4.532 3.258 4.374 0.4 -1.2 0.1 -0.7020
H 2.273 1.216 -0.264 0.1 -0.3 -0.1 0.3384
H 3.721 1.611 -1.283 -0.2 -0.6 -0.4 0.5675
H 2.423 2.732 -1.090 0.1 0.7 0.6 0.0964
H 5.302 1.112 0.496 -0.1 -0.9 -0.2 0.3620
H 3.745 0.549 1.380 0.3 -0.4 -0.2 0.3625
H 5.765 2.735 2.102 0.2 0.1 0.3 0.3949
H 5.551 1.131 3.000 0.9 0.0 -0.4 0.4332
H 3.740 3.271 5.122 0.0 0.3 -0.2 0.0432
H 4.895 4.250 4.106 -0.6 0.3 -0.6 0.3152
H 5.408 2.839 4.869 0.1 -0.5 0.1 0.3863
C -0.922 -3.997 -5.780 1.6 -0.2 -0.2 -0.6634
O 0.326 -3.700 -6.558 -2.1 -0.2 0.3 -0.3646
C 1.451 -4.530 -6.276 -0.6 0.3 1.6 -0.5257
C 2.038 -4.135 -4.882 -0.5 -1.3 -1.8 -0.1924
O 2.607 -2.855 -5.021 -2.1 1.7 1.3 -0.4447
C 1.587 -1.829 -4.647 1.4 0.2 0.0 -0.4335
H -1.798 -3.457 -6.140 0.6 0.5 -0.3 0.3112
H -0.762 -3.790 -4.722 0.0 0.3 0.0 0.1638
H -1.231 -5.042 -5.800 0.5 -0.3 -0.4 0.3584
H 2.208 -4.353 -7.040 -0.2 0.1 0.0 0.2856
H 1.142 -5.575 -6.289 0.1 -0.3 0.0 0.3758
H 2.749 -4.901 -4.575 0.7 0.3 -0.2 0.3748
H 1.254 -4.229 -4.131 -0.1 0.5 0.1 0.0459
H 2.129 -0.921 -4.383 0.5 -0.2 0.3 0.1993
H 0.983 -2.106 -3.783 0.3 -0.4 0.1 0.1784
H 0.884 -1.454 -5.392 0.1 -0.9 -0.7 0.2912
C -1.110 -9.005 -0.380 -0.9 0.5 -0.2 -0.6560
O -1.973 -8.228 -1.189 0.5 0.8 -1.1 -0.3703
C -1.353 -6.944 -1.311 0.2 -0.9 2.8 -0.3365
C -2.159 -6.051 -2.107 -1.3 1.3 -1.5 -0.5974
O -1.497 -4.767 -2.242 -1.2 -0.5 0.7 -0.2603
C -2.411 -3.666 -2.294 0.3 -0.3 -1.6 -0.8649
H -1.575 -9.987 -0.285 0.4 0.0 0.0 0.2440
H -1.096 -8.495 0.583 0.5 -0.4 0.4 0.2844
H -0.138 -8.969 -0.872 0.3 -0.7 0.4 0.3001
H -0.283 -6.947 -1.517 0.1 -0.4 -0.8 0.3609
H -1.395 -6.532 -0.303 0.3 0.3 0.4 0.2553
H -3.133 -5.957 -1.626 -0.1 0.4 0.3 0.2933
H -2.424 -6.535 -3.047 0.4 0.4 -0.7 0.2836
H -3.188 -3.516 -1.544 0.7 -0.4 1.0 0.5686
H -3.039 -3.763 -3.179 0.0 0.0 -0.6 0.4514
H -1.788 -2.785 -2.449 -0.2 0.0 0.3 -0.0001
C -5.651 -1.627 -1.771 -0.9 1.0 0.9 -0.6700
O -5.618 -0.251 -2.166 1.3 1.0 0.0 -0.3405
C -5.325 0.668 -1.069 -0.7 0.1 -0.7 -0.3147
C -5.112 2.167 -1.459 -0.6 -1.2 -2.3 -0.3036
O -6.234 2.799 -2.036 -0.7 0.8 1.6 -0.4607
C -6.545 2.814 -3.407 0.4 -0.9 0.3 -0.5622
H -6.485 -1.688 -1.072 -0.4 -0.6 -0.1 0.3559
H -4.813 -1.973 -1.165 0.6 0.2 -0.4 0.2408
H -5.819 -2.258 -2.644 0.1 0.2 0.1 0.2628
H -4.393 0.381 -0.583 -0.1 -0.3 0.4 0.1642
H -6.200 0.615 -0.422 0.2 0.0 0.6 0.3691
H -4.334 2.186 -2.223 0.7 0.0 0.1 0.2323
H -4.826 2.783 -0.607 0.0 -0.4 0.2 0.3687
H -6.621 1.777 -3.734 -0.2 0.1 -0.5 0.2542
H -5.800 3.348 -3.996 0.3 0.0 -0.1 0.2199
H -7.496 3.338 -3.501 0.1 -0.2 0.0 0.2436
O 0.422 -5.264 3.891 0.4 4.6 3.1 -0.6285
C 0.477 -4.105 4.447 -2.3 -6.1 -3.7 0.4283
O -0.619 -3.579 5.040 0.2 -1.5 0.3 -0.3382
C -0.516 -2.172 5.080 1.1 -0.4 -1.4 -0.3301
C 0.626 -1.937 4.040 -0.1 2.4 1.0 0.0327
C 1.517 -3.096 4.187 -0.2 -1.6 0.8 -0.3629
H -0.130 -1.887 6.059 -0.5 0.4 0.1 0.3176
H -1.496 -1.788 4.798 0.2 0.3 0.4 0.2290
H 1.090 -1.019 4.403 0.2 0.3 -0.8 0.2572
H 0.419 -1.961 2.970 -0.9 0.8 0.2 -0.1487
H 2.067 -3.161 5.125 1.0 0.5 -0.4 0.3042
H 1.946 -3.423 3.240 0.9 0.2 0.6 0.2788
O 0.243 5.202 -1.010 1.1 0.6 0.8 -0.6081
C 1.068 5.169 -0.065 0.8 0.0 -0.4 0.0591
O 2.277 5.782 -0.109 -1.4 -0.3 -1.8 -0.2920
C 3.059 5.600 1.076 -0.6 -0.1 2.5 -0.3376
C 2.008 5.139 2.108 0.2 -0.8 0.6 0.1117
C 0.936 4.475 1.249 -0.3 0.9 0.2 0.7668
H 3.542 6.518 1.409 -0.4 0.3 -0.6 0.3699
H 3.855 4.855 1.063 -0.3 -0.3 -1.1 0.0862
H 1.548 5.887 2.753 0.2 0.5 -0.4 0.4361
H 2.409 4.416 2.819 0.3 -0.1 -0.2 -0.3095
H -0.040 4.755 1.646 -0.2 -0.8 -0.1 0.5696
H 1.114 3.409 1.112 -0.4 -0.1 0.0 -0.6907
O 0.586 3.844 -3.472 -0.8 -0.1 -1.1 -0.3444
C 1.282 3.313 -4.342 1.4 2.9 0.9 0.0758
O 1.933 4.066 -5.283 -2.6 0.7 1.0 -0.3346
C 2.901 3.293 -5.922 2.0 -1.7 -0.2 -0.6038
C 2.403 1.859 -5.728 0.3 0.1 -0.9 -0.5140
C 1.858 1.977 -4.339 -0.7 -1.6 0.0 0.8007
H 3.821 3.460 -5.363 0.3 -0.2 0.2 0.2677
H 3.186 3.540 -6.945 -1.0 0.5 0.0 0.4031
H 3.154 1.082 -5.869 0.0 0.2 0.0 0.4058
H 1.582 1.707 -6.429 0.0 -0.2 -0.1 0.3419
H 2.693 1.947 -3.638 -0.2 0.1 0.4 -0.1617
H 1.084 1.261 -4.062 0.3 -0.2 0.1 -0.1287
C 0.699 3.746 5.455 0.2 -0.7 0.5 -0.3471
C 0.089 2.527 6.091 0.2 -1.7 -1.0 -0.0107
O -0.213 2.650 7.443 -2.1 -0.9 3.2 -0.3114
C -0.931 1.599 8.059 1.6 -0.2 -2.6 0.3104
O -1.136 0.503 7.597 0.4 1.4 -0.1 -0.4651
C -1.452 1.877 9.436 -0.4 2.1 2.8 0.7980
F -2.784 1.812 9.490 0.1 -0.4 -0.6 -0.2418
F -0.983 1.003 10.353 0.1 0.6 -1.0 -0.2306
F -1.165 3.155 9.866 0.3 -1.3 -0.5 -0.2487
H 0.164 4.644 5.765 0.2 0.1 -0.4 0.3946
H 0.649 3.489 4.397 -0.1 0.6 -0.2 -0.1876
H 1.760 3.752 5.706 -0.1 0.6 0.2 0.0391
H 0.799 1.703 6.026 0.1 -0.2 -0.4 0.1923
H -0.802 2.210 5.548 -0.2 0.0 0.0 0.2937
```
Positions in Å, forces in eV/Å.


Record 2
ORCA calculation (ωB97M-V with the def2-TZVPD basis set) on a structure of composition C43H35NO2PPtSSb at a distorted geometry.

Computed properties:
HOMO energy (spin up / spin down), eV: -7.33 / -7.33
Spin multiplicity: 1

The geometry in XYZ format:
```
85
Properties=species:S:1:pos:R:3:forces:R:3:mulliken_charge:R:1
Pt 0.284 0.712 -1.104 1.1 -0.4 0.8 4.0384
O 4.304 0.517 -2.610 -1.1 0.5 0.4 -0.7147
C 3.239 0.984 -2.193 0.3 -0.7 0.0 0.1709
O 2.276 0.210 -1.740 0.3 0.3 -0.9 -1.2024
C 3.105 2.505 -2.099 0.1 0.0 -0.1 0.2321
C 4.321 3.180 -1.953 -0.1 0.0 0.0 -0.7291
C 4.390 4.565 -1.883 0.1 -0.1 0.0 -0.5937
C 3.223 5.311 -1.986 -0.1 0.1 0.0 -0.5110
C 2.005 4.663 -2.131 -0.1 0.1 0.0 -0.7616
C 1.924 3.267 -2.173 0.2 -0.1 -0.1 0.8653
S 0.303 2.588 -2.369 0.0 0.4 0.4 -0.7784
H 5.221 2.578 -1.913 -0.1 0.0 0.0 0.4741
H 5.354 5.054 -1.766 -0.2 -0.1 0.0 0.3896
H 3.257 6.398 -1.947 0.0 -0.2 0.0 0.4080
H 1.081 5.236 -2.192 0.2 -0.1 0.0 0.4043
N -2.873 1.454 -1.217 -0.2 -0.1 0.3 -0.3030
C -3.248 1.127 0.088 0.3 0.1 0.0 0.8040
C -4.566 0.719 0.339 0.1 0.0 -0.1 -0.7458
C -4.980 0.374 1.608 -0.1 0.0 0.1 -0.6937
C -4.095 0.440 2.680 -0.1 0.0 0.0 -0.7996
C -2.787 0.824 2.448 0.0 0.0 -0.2 -0.7963
C -2.324 1.151 1.165 -0.2 -0.2 0.1 0.6025
P -0.551 1.472 0.869 -1.2 0.1 -1.1 0.0907
C -0.405 3.278 1.038 0.1 0.1 -0.1 0.3639
C 0.866 3.852 0.992 0.1 0.0 0.0 -0.2658
C 1.014 5.229 1.066 0.0 -0.1 0.0 -0.7201
C -0.106 6.046 1.168 0.0 0.0 0.0 -0.6818
C -1.373 5.481 1.204 0.0 0.1 0.0 -0.6978
C -1.523 4.100 1.146 -0.1 0.0 0.0 -0.6891
C 0.337 0.851 2.325 0.2 -0.2 -0.1 0.2612
C 0.332 1.570 3.523 0.0 0.0 0.0 -0.3817
C 1.003 1.078 4.633 0.0 0.0 0.0 -0.6986
C 1.694 -0.130 4.558 0.0 0.1 0.1 -0.7131
C 1.725 -0.839 3.366 -0.1 0.0 -0.1 -0.4969
C 1.052 -0.345 2.253 0.0 -0.1 -0.2 0.2929
H -3.619 1.382 -1.890 -0.1 0.0 0.0 0.2479
H -2.341 2.299 -1.349 0.3 0.0 0.0 0.1907
H -5.269 0.688 -0.490 0.1 0.0 0.1 0.3145
H -6.008 0.062 1.766 0.1 0.0 0.0 0.3837
H -4.420 0.184 3.683 0.0 0.0 -0.1 0.4548
H -2.091 0.840 3.275 0.0 0.0 0.0 0.2539
H 1.747 3.222 0.878 -0.1 0.1 0.0 0.4613
H 2.007 5.664 1.020 -0.1 0.0 0.0 0.4659
H 0.011 7.122 1.219 0.0 0.0 0.0 0.3954
H -2.254 6.113 1.283 0.1 -0.1 0.0 0.4201
H -2.519 3.666 1.193 0.1 0.1 0.0 0.3553
H -0.188 2.521 3.583 0.0 -0.1 0.0 0.4742
H 0.994 1.643 5.560 0.0 -0.1 -0.1 0.4071
H 2.223 -0.504 5.429 -0.1 0.0 -0.1 0.3971
H 2.280 -1.767 3.280 0.0 0.1 0.0 0.4690
H 1.120 -0.886 1.305 0.0 0.3 0.5 -0.5772
C 3.444 -4.459 1.347 0.0 0.0 -0.1 -0.4491
C 2.107 -4.805 1.512 0.0 0.0 0.0 -0.7169
C 1.117 -4.095 0.837 0.0 0.0 0.0 -0.3728
C 1.466 -3.036 -0.002 0.2 -0.1 0.0 0.4726
C 2.810 -2.688 -0.166 0.0 0.1 0.0 -0.6868
C 3.794 -3.403 0.510 0.0 0.0 0.0 -0.6821
Sb 0.006 -1.888 -1.022 -0.1 0.2 0.5 0.7241
C 0.008 -2.765 -2.937 0.0 0.1 -0.2 0.3893
C -0.049 -1.949 -4.068 0.0 -0.1 0.1 -0.6742
C -0.041 -2.519 -5.336 0.0 0.0 0.0 -0.6118
C 0.027 -3.900 -5.476 0.0 0.0 0.1 -0.4635
C 0.093 -4.717 -4.349 0.0 0.0 -0.1 -0.7121
C 0.088 -4.151 -3.080 0.0 0.0 0.0 -0.1888
C -1.755 -2.689 -0.157 -0.2 -0.1 0.0 0.8696
C -2.672 -3.440 -0.894 0.0 0.0 0.1 -0.6975
C -3.834 -3.918 -0.292 0.1 0.0 0.0 -0.5970
C -4.085 -3.651 1.050 0.1 0.0 0.0 -0.6534
C -3.177 -2.900 1.790 0.0 0.0 -0.1 -0.7169
C -2.021 -2.415 1.187 0.0 0.0 0.0 -0.3809
H 4.216 -5.015 1.871 -0.1 0.1 0.0 0.3886
H 1.830 -5.628 2.165 0.0 0.1 -0.1 0.3921
H 0.075 -4.368 0.978 0.1 0.0 0.0 0.4177
H 3.090 -1.845 -0.799 -0.1 -0.2 0.1 0.3894
H 4.837 -3.128 0.379 -0.1 0.0 0.0 0.4352
H -0.085 -0.868 -3.962 0.0 -0.1 0.0 0.2220
H -0.078 -1.881 -6.215 0.0 -0.1 0.1 0.3911
H 0.038 -4.344 -6.465 0.0 0.0 0.1 0.3686
H 0.157 -5.796 -4.460 0.0 0.1 0.0 0.3858
H 0.154 -4.794 -2.204 0.0 0.1 -0.1 0.4327
H -2.486 -3.660 -1.942 0.0 0.0 0.1 0.4168
H -4.542 -4.501 -0.874 0.1 0.1 0.1 0.4004
H -4.988 -4.027 1.519 0.1 0.0 0.0 0.3819
H -3.369 -2.682 2.836 0.0 0.0 -0.1 0.4175
H -1.327 -1.823 1.780 -0.1 -0.1 -0.1 0.1709
```
Positions in Å, forces in eV/Å.


Record 3
ORCA calculation (ωB97M-V with the def2-TZVPD basis set) on a cluster of 2 separate species, C4H14N2O in total.

Computed properties:
HOMO energy, eV: -9.27
Spin multiplicity: 1

The geometry in XYZ format:
```
21
Properties=species:S:1:pos:R:3:forces:R:3:nbo_charge:R:1
C 1.137 -0.974 0.214 0.0 0.5 -0.5 -0.2163
C 1.177 -0.488 -1.242 0.1 -0.6 0.6 -0.4073
C -0.001 0.387 -1.628 0.0 0.2 0.1 -0.4111
C -0.266 1.539 -0.672 -0.2 0.1 0.0 -0.2212
N 0.949 2.343 -0.470 -0.3 0.4 0.3 -0.8420
N -0.029 -1.827 0.438 -0.3 0.0 0.6 -0.8329
H 1.200 -0.122 0.903 0.0 0.0 0.0 0.1663
H 2.002 -1.600 0.383 0.4 -0.1 0.1 0.1888
H 1.157 -1.412 -1.814 0.0 0.0 -0.4 0.2072
H 2.133 -0.002 -1.424 0.0 0.2 0.0 0.2156
H 0.177 0.834 -2.610 0.0 -0.2 -0.1 0.2025
H -0.908 -0.218 -1.700 0.0 0.0 -0.1 0.2025
H -0.639 1.200 0.298 0.3 -0.2 0.0 0.1807
H -1.097 2.116 -1.086 -0.1 0.2 0.0 0.1714
H 0.856 2.872 0.396 0.1 -0.2 -0.2 0.3567
H 0.997 3.054 -1.193 0.1 -0.1 -0.1 0.3519
H -0.877 -1.266 0.435 0.0 0.0 -0.2 0.3390
H 0.035 -2.153 1.399 -0.1 -0.2 -0.1 0.3477
H -2.431 -1.641 3.831 -0.2 0.3 0.1 0.4664
H -2.734 -1.585 2.369 -0.2 0.3 0.1 0.4643
O -2.839 -1.057 3.174 0.4 -0.7 -0.1 -0.9300
```
Positions in Å, forces in eV/Å.


Record 4
ORCA calculation (ωB97M-V with the def2-TZVPD basis set) on a cluster of 2 separate species, C2H6BrNO3P in total at a distorted geometry.

Computed properties:
HOMO energy, eV: -4.22
Net charge: -1
Spin multiplicity: 1

The geometry in XYZ format:
```
14
Properties=species:S:1:pos:R:3:forces:R:3:nbo_charge:R:1
C -1.650 0.028 0.054 0.4 -1.1 2.3 -0.3001
C -0.446 0.510 -0.694 1.9 -2.2 -0.7 -0.6046
N -1.447 -1.326 0.759 0.2 0.8 -1.5 -0.8335
O 2.361 1.312 -0.254 0.1 -2.9 -3.8 -0.9897
O 2.038 -0.462 1.471 -0.4 -0.1 -0.7 -1.1530
O 2.031 -1.269 -1.024 0.7 -0.2 -0.9 -1.1183
P 1.852 -0.250 0.001 -2.6 2.4 1.2 2.3449
Br -0.414 2.449 -0.577 -0.3 0.2 -0.6 -0.0754
H -2.626 0.012 -0.464 0.4 0.2 0.1 0.1682
H -1.656 0.682 0.917 -0.9 0.4 0.1 0.1853
H -0.455 0.049 -1.734 0.3 1.3 0.8 0.1941
H 2.430 1.641 0.586 0.3 1.5 3.4 0.4861
H -0.429 -1.325 0.905 -0.4 -0.2 0.3 0.3670
H -1.590 -2.051 0.054 0.1 0.0 0.1 0.3289
```
Positions in Å, forces in eV/Å.


Record 5
ORCA calculation (ωB97M-V with the def2-TZVPD basis set) on a cluster of 2 separate species, CH3O2S in total at a distorted geometry.

Computed properties:
HOMO energy, eV: -3.46
Net charge: -1
Spin multiplicity: 1

The geometry in XYZ format:
```
7
Properties=species:S:1:pos:R:3:forces:R:3:nbo_charge:R:1
S 1.400 1.511 -0.533 -0.8 -0.4 -1.6 -1.0099
H 2.031 2.029 0.455 0.9 0.5 1.5 0.0994
O -2.101 -1.298 0.380 1.3 0.7 1.7 -0.6454
C -0.971 -0.812 0.338 -1.9 -0.7 -1.5 0.6271
O -0.333 -0.986 -0.798 1.1 0.5 -0.7 -0.7225
H -0.394 -0.174 1.043 -0.7 -0.4 0.1 0.1396
H 0.368 -0.270 -0.886 0.1 -0.4 0.5 0.5117
```
Positions in Å, forces in eV/Å.


Here are the calculated E numbers, same order: -5145.3918; -2963.9768; -345.5373; -3275.7535; -588.6262 (Ha).